# 1
{"formula": "C3H10N2S", "method": "wB97M-V/def2-TZVPD", "homo_energy_ev": [1.1, -5.3], "mol_weight_g_mol": 106.19, "spin_multiplicity": 2, "de_lowest_ev": 0.563, "total_charge": -1, "s2": 0.75, "gap_ev": [2.1, 8.9], "symbols": ["C", "C", "S", "H", "H", "H", "H", "H", "N", "C", "N", "H", "H", "H", "H", "H"], "coordinates": [[-1.49, -0.07, -2.38], [-0.26, 0.38, -1.61], [-0.81, 1.58, -0.25], [-1.95, 0.77, -2.90], [-2.22, -0.57, -1.75], [-1.23, -0.88, -3.07], [0.34, 1.08, -2.26], [0.35, -0.26, -0.99], [1.42, -0.27, 2.27], [0.97, -1.45, 1.78], [1.38, -1.86, 0.62], [2.03, 0.35, 1.77], [1.20, 0.08, 3.20], [0.08, -1.81, 2.30], [0.86, -2.73, 0.49], [-1.47, 0.58, 0.40]]}

***

# 2
{"formula": "C5H3NO", "method": "wB97M-V/def2-TZVPD", "homo_energy_ev": -8.6, "mol_weight_g_mol": 93.08, "de_lowest_ev": 5.723, "gap_ev": 9.2, "symbols": ["C", "C", "C", "C", "O", "N", "C", "H", "H", "H"], "coordinates": [[1.88, 0.69, -0.19], [1.22, -0.30, 0.15], [-0.07, -0.67, 0.62], [-0.36, 0.70, 0.37], [-1.29, 0.85, -0.54], [-1.81, -0.44, -0.85], [-1.06, -1.29, -0.23], [2.72, 1.30, 0.03], [-0.18, 1.55, 1.02], [-1.28, -2.34, -0.34]]}

***

# 3
{"formula": "C2H2HgLiO2", "method": "wB97M-V/def2-TZVPD", "homo_energy_ev": [-4.7, -8.2], "mol_weight_g_mol": 265.57, "spin_multiplicity": 2, "de_lowest_ev": 2.339, "s2": 0.75, "gap_ev": [4.0, 7.8], "symbols": ["O", "C", "C", "O", "H", "Li", "Hg", "H"], "coordinates": [[0.82, -0.23, -0.13], [-0.15, 0.73, -0.07], [-1.44, 0.54, -0.05], [-2.61, 0.39, -0.06], [0.31, 1.71, -0.13], [0.48, -2.06, -0.95], [0.91, -1.22, 1.86], [1.69, 0.14, -0.48]]}

***

# 4
{"formula": "C5H8OS2", "method": "wB97M-V/def2-TZVPD", "homo_energy_ev": -8.4, "mol_weight_g_mol": 148.25, "smiles": "CS/C=C(\\C)C(O)=S", "de_lowest_ev": 1.011, "gap_ev": 8.4, "symbols": ["C", "S", "C", "C", "C", "C", "O", "S", "H", "H", "H", "H", "H", "H", "H", "H"], "coordinates": [[-2.93, -0.77, -0.25], [-1.75, 0.59, -0.20], [-0.22, -0.29, -0.21], [0.93, 0.36, 0.02], [1.14, 1.84, 0.35], [2.19, -0.46, -0.04], [2.18, -1.70, 0.39], [3.59, 0.20, -0.50], [-3.12, -1.20, -1.24], [-2.63, -1.57, 0.48], [-3.88, -0.35, 0.13], [-0.22, -1.27, -0.63], [0.16, 2.21, 0.67], [1.41, 2.37, -0.59], [1.86, 2.06, 1.13], [1.27, -2.03, 0.48]]}